Record 1
{"formula": "C27H24N4O5V", "method": "wB97M-V/def2-TZVPD", "multiplicity": 1, "lumo_energy_ha": -0.1839, "charge": 1, "elements": ["V", "C", "O", "C", "C", "C", "C", "C", "C", "N", "N", "C", "O", "C", "C", "C", "C", "C", "C", "C", "O", "H", "H", "H", "H", "H", "H", "H", "H", "H", "H", "H", "H", "C", "C", "O", "C", "C", "C", "N", "N", "C", "O", "C", "C", "C", "C", "C", "C", "H", "H", "H", "H", "H", "H", "H", "H", "H", "H", "H", "H"], "coordinates": [[0.15678, -0.01125, -0.26794], [2.99541, 2.16365, -2.80614], [3.17840, 0.86829, -3.39235], [3.57992, -0.10562, -2.54182], [4.75914, -0.79296, -2.80270], [5.19649, -1.82805, -1.98343], [4.46957, -2.18145, -0.86233], [3.27226, -1.51782, -0.58684], [2.56319, -1.77752, 0.63456], [1.47530, -1.17370, 0.95539], [0.97010, -1.50525, 2.20809], [-0.07282, -0.78545, 2.40244], [-0.42647, 0.10822, 1.46677], [-0.95029, -0.89637, 3.57150], [-1.99131, 0.01193, 3.74692], [-2.82345, -0.10332, 4.84912], [-2.61632, -1.12093, 5.76968], [-1.57562, -2.02519, 5.59492], [-0.73968, -1.91615, 4.49876], [2.81664, -0.51786, -1.44632], [1.60974, 0.05669, -1.23416], [2.81377, 2.84175, -3.63485], [2.14645, 2.16663, -2.12435], [3.90023, 2.46843, -2.27604], [5.33099, -0.49123, -3.67048], [6.11873, -2.34096, -2.21713], [4.82285, -2.95275, -0.19071], [2.97525, -2.48201, 1.35104], [-2.14262, 0.80386, 3.02651], [-3.63077, 0.60214, 4.99120], [-3.26763, -1.20948, 6.62917], [-1.41912, -2.81514, 6.31690], [0.07429, -2.61334, 4.35368], [-1.02244, -3.87451, -0.54640], [-1.37648, -2.43105, -0.58487], [-0.33467, -1.63588, -0.83611], [-2.60391, -1.90143, -0.40604], [-2.85408, -0.50562, -0.55706], [-4.27046, -0.03739, -0.64239], [-1.86192, 0.34230, -0.63073], [-2.23892, 1.65866, -0.83963], [-1.18372, 2.38731, -0.81170], [-0.00004, 1.80771, -0.61561], [-1.21250, 3.82112, -1.13476], [-2.38733, 4.54331, -0.93350], [-2.43469, 5.88360, -1.27310], [-1.31617, 6.50414, -1.81491], [-0.14566, 5.78594, -2.01095], [-0.08960, 4.44511, -1.66528], [-0.45589, -4.14367, -1.43775], [-1.91353, -4.49416, -0.48064], [-0.38976, -4.06966, 0.32240], [-3.44359, -2.56059, -0.24717], [-4.95322, -0.85910, -0.44595], [-4.46289, 0.36434, -1.63807], [-4.44525, 0.77576, 0.05992], [-3.25454, 4.05214, -0.51377], [-3.34358, 6.44787, -1.11383], [-1.35736, 7.55189, -2.08129], [0.72458, 6.27084, -2.43211], [0.82044, 3.88136, -1.81101]], "atomic_forces_ev_per_a": [[-0.4252, 0.3196, 1.1782], [0.0175, -0.0187, -0.0190], [-0.0129, -0.0212, 0.0549], [0.1541, -0.2367, -0.1249], [-0.0767, 0.1148, -0.0206], [-0.0481, -0.0745, 0.0946], [0.1055, 0.0804, -0.1290], [0.0769, -0.0611, 0.1941], [0.0360, 0.1313, -0.1744], [-0.0178, -0.1859, 0.2483], [0.0533, 0.1273, -0.3158], [-0.2381, 0.2431, -0.0949], [-0.1934, -0.0647, -0.0657], [0.1489, 0.0133, 0.0233], [-0.0450, -0.0072, 0.0167], [0.0298, -0.0168, -0.0226], [-0.0173, 0.0163, 0.0070], [-0.0054, -0.0095, 0.0078], [-0.0054, -0.0085, 0.0361], [-0.6212, 0.3033, 0.0427], [0.7872, -0.1068, -0.6078], [-0.0191, 0.0031, 0.0073], [-0.0035, 0.0146, 0.0007], [0.0014, 0.0046, -0.0124], [0.0031, -0.0018, 0.0026], [0.0033, 0.0060, 0.0042], [-0.0125, -0.0086, 0.0006], [0.0038, 0.0017, 0.0065], [0.0122, 0.0021, -0.0092], [0.0011, 0.0005, 0.0027], [0.0044, -0.0029, -0.0001], [0.0072, 0.0010, -0.0055], [0.0035, 0.0090, -0.0121], [-0.1159, -0.0857, 0.0008], [0.4609, 0.2371, -0.1096], [-0.2025, -0.4662, -0.1493], [-0.1486, 0.0295, 0.0256], [-0.0341, -0.2618, 0.0029], [0.0271, 0.0367, -0.0282], [-0.0427, 0.3235, -0.0933], [0.1211, -0.2676, 0.0995], [0.3188, 0.0321, -0.3763], [-0.0411, -0.2525, -0.0171], [-0.1245, -0.0131, 0.3316], [-0.0180, 0.0486, -0.0586], [-0.0086, -0.0049, 0.0093], [0.0086, 0.0104, 0.0000], [-0.0063, -0.0129, 0.0036], [0.0603, 0.0370, 0.0395], [-0.0057, 0.0197, -0.0140], [0.0125, -0.0018, 0.0070], [0.0067, 0.0211, 0.0000], [0.0043, 0.0109, 0.0046], [-0.0022, 0.0032, -0.0055], [0.0009, 0.0125, 0.0031], [0.0060, 0.0012, 0.0089], [0.0133, -0.0225, -0.0038], [0.0012, -0.0013, -0.0015], [0.0019, -0.0006, -0.0013], [0.0011, 0.0007, 0.0003], [-0.0018, -0.0007, 0.0077]]}

---

Record 2
{"formula": "C2H6N2S", "method": "wB97M-V/def2-TZVPD", "multiplicity": 1, "e_above_lowest_kcal_mol": 103.1, "lumo_energy_ha": 0.0214, "elements": ["C", "C", "H", "H", "H", "H", "H", "H", "N", "N", "S"], "coordinates": [[-0.25187, -1.92960, 0.33191], [-0.14884, 0.65667, -0.27815], [-0.24482, -2.20459, -0.82012], [-0.38103, -2.72239, 1.28029], [-1.30554, -1.04998, 0.41254], [-1.13122, 1.61299, -1.60622], [-1.18920, -0.01785, -1.82350], [0.87501, 2.48544, 0.52255], [-1.28932, 0.49830, -1.05985], [0.01471, 1.92487, -0.03992], [0.91896, -0.46427, 0.58814]], "atomic_forces_ev_per_a": [[-3.5709, 2.3893, 0.6305], [1.8076, 3.8858, 2.1067], [0.1420, -0.2766, 2.8572], [0.7403, 2.0916, -3.1374], [2.6120, -3.9347, -0.0957], [-1.3903, -3.8264, 2.4286], [0.6001, -3.7913, -3.7555], [-2.8617, -3.2286, -1.5170], [0.1116, 6.0666, 0.6158], [3.0137, 2.1398, 0.7816], [-1.2046, -1.5156, -0.9149]]}

---

Record 3
{"formula": "C5H8N2", "method": "wB97M-V/def2-TZVPD", "multiplicity": 1, "e_above_lowest_kcal_mol": 7.8, "lumo_energy_ha": 0.0339, "elements": ["C", "C", "C", "N", "C", "C", "N", "H", "H", "H", "H", "H", "H", "H", "H"], "coordinates": [[2.56628, 0.21497, -0.19019], [1.13559, -0.03586, 0.07394], [0.08161, 0.32309, -0.71440], [-0.99462, -0.20920, -0.08201], [-2.39012, 0.14700, -0.12360], [-0.57523, -0.80204, 1.04413], [0.71635, -0.73542, 1.17425], [3.05837, 0.57728, 0.71453], [3.06106, -0.71621, -0.47983], [2.70438, 0.95065, -0.98709], [0.01111, 0.87345, -1.63618], [-2.61231, 0.08474, -1.17770], [-3.01334, -0.51952, 0.47179], [-2.51885, 1.17900, 0.18996], [-1.23027, -1.33193, 1.72240]], "atomic_forces_ev_per_a": [[0.5148, 0.0021, 0.0187], [0.4595, 0.2192, -0.2247], [0.2358, 0.0715, 0.0561], [-1.8063, -0.4880, 1.5489], [0.2070, 0.5440, -1.4782], [0.6964, -0.5858, 0.3952], [0.6156, -0.0982, 0.0136], [0.0152, 0.0082, -0.0702], [0.0681, 0.1056, -0.0164], [-0.0034, -0.1115, 0.0837], [0.0017, 0.0116, 0.0131], [-0.9818, 0.0306, -0.2776], [0.2564, -0.0256, -0.1554], [-0.1732, 0.0937, 0.1802], [-0.1059, 0.2226, -0.0871]]}

---

Please write out number 2 again, unchanged.
{"formula": "C2H6N2S", "method": "wB97M-V/def2-TZVPD", "multiplicity": 1, "e_above_lowest_kcal_mol": 103.1, "lumo_energy_ha": 0.0214, "elements": ["C", "C", "H", "H", "H", "H", "H", "H", "N", "N", "S"], "coordinates": [[-0.25187, -1.92960, 0.33191], [-0.14884, 0.65667, -0.27815], [-0.24482, -2.20459, -0.82012], [-0.38103, -2.72239, 1.28029], [-1.30554, -1.04998, 0.41254], [-1.13122, 1.61299, -1.60622], [-1.18920, -0.01785, -1.82350], [0.87501, 2.48544, 0.52255], [-1.28932, 0.49830, -1.05985], [0.01471, 1.92487, -0.03992], [0.91896, -0.46427, 0.58814]], "atomic_forces_ev_per_a": [[-3.5709, 2.3893, 0.6305], [1.8076, 3.8858, 2.1067], [0.1420, -0.2766, 2.8572], [0.7403, 2.0916, -3.1374], [2.6120, -3.9347, -0.0957], [-1.3903, -3.8264, 2.4286], [0.6001, -3.7913, -3.7555], [-2.8617, -3.2286, -1.5170], [0.1116, 6.0666, 0.6158], [3.0137, 2.1398, 0.7816], [-1.2046, -1.5156, -0.9149]]}

---

What did the third record say?
{"formula": "C5H8N2", "method": "wB97M-V/def2-TZVPD", "multiplicity": 1, "e_above_lowest_kcal_mol": 7.8, "lumo_energy_ha": 0.0339, "elements": ["C", "C", "C", "N", "C", "C", "N", "H", "H", "H", "H", "H", "H", "H", "H"], "coordinates": [[2.56628, 0.21497, -0.19019], [1.13559, -0.03586, 0.07394], [0.08161, 0.32309, -0.71440], [-0.99462, -0.20920, -0.08201], [-2.39012, 0.14700, -0.12360], [-0.57523, -0.80204, 1.04413], [0.71635, -0.73542, 1.17425], [3.05837, 0.57728, 0.71453], [3.06106, -0.71621, -0.47983], [2.70438, 0.95065, -0.98709], [0.01111, 0.87345, -1.63618], [-2.61231, 0.08474, -1.17770], [-3.01334, -0.51952, 0.47179], [-2.51885, 1.17900, 0.18996], [-1.23027, -1.33193, 1.72240]], "atomic_forces_ev_per_a": [[0.5148, 0.0021, 0.0187], [0.4595, 0.2192, -0.2247], [0.2358, 0.0715, 0.0561], [-1.8063, -0.4880, 1.5489], [0.2070, 0.5440, -1.4782], [0.6964, -0.5858, 0.3952], [0.6156, -0.0982, 0.0136], [0.0152, 0.0082, -0.0702], [0.0681, 0.1056, -0.0164], [-0.0034, -0.1115, 0.0837], [0.0017, 0.0116, 0.0131], [-0.9818, 0.0306, -0.2776], [0.2564, -0.0256, -0.1554], [-0.1732, 0.0937, 0.1802], [-0.1059, 0.2226, -0.0871]]}